(1)
DFT (ωB97M-V/def2-TZVPD) results for a cluster of 3 separate species, C2H10NO2S in total at a distorted geometry.

Summary:
- net charge = -1
- HOMO level (eV) = -2.620
- LUMO level (eV) = 3.26
- E (Eh) = -685.650960
- multiplicity = 1
- energy above the lowest of the compared OMol25 structures with the same formula, charge and spin (kcal per mole) = 10.5

```
16
Properties=species:S:1:pos:R:3:forces:R:3
C 0.2028 0.0567 0.0082 0.9 -0.1 0.2
C -0.6409 0.9443 0.9243 -0.7 0.1 -1.5
S -2.1274 1.5561 0.0289 -0.2 -0.3 0.1
N -0.2409 -1.3560 -0.0140 -0.1 0.6 0.0
H 0.2324 0.4043 -1.0240 -0.5 0.3 0.0
H 1.2681 0.0918 0.2992 -0.1 -0.3 0.3
H -0.9628 0.3486 1.7745 0.2 0.1 0.4
H -0.1077 1.8399 1.1998 0.5 0.1 0.5
H -0.2128 -1.6613 0.9545 0.1 -0.3 0.0
H -1.2393 -1.2584 -0.1959 -0.2 -0.2 -0.2
H 0.1052 -2.5937 -1.6263 -0.1 -0.1 0.3
H 1.0347 -3.6768 -2.2073 -0.3 0.1 0.1
O 0.1074 -3.4084 -2.1666 0.3 -0.1 -0.2
H 4.2237 1.6281 0.7633 0.0 -0.1 0.2
H 2.8413 1.4038 1.3299 0.0 -0.1 0.1
O 3.7756 1.2650 1.5378 -0.1 0.2 -0.3
```
Forces are in eV/Å.

Atom charges from the Mulliken analysis, given in e for atoms 1 to 4: C -0.293; C -0.633; S -0.678; N -0.672

---

(2)
DFT (ωB97M-V/def2-TZVPD) results for a cluster of 10 separate species, C42H114N10O11 in total at a distorted geometry.

Summary:
- HOMO level (eV) = -8.690
- SMILES string = COC[C@H](C)N.COC[C@H](C)N.COC[C@H](C)N.COC[C@H](C)N.COC[C@H](C)N.COC[C@H](C)N.COC[C@H](C)N.COC[C@H](C)N.COC[C@H](C)N.COCCNCCOC
- LUMO level (eV) = 0.23
- E (Eh) = -3043.317712
- multiplicity = 1
- energy above the lowest of the compared OMol25 structures with the same formula, charge and spin (kcal per mole) = 186.4

```
177
Properties=species:S:1:pos:R:3:forces:R:3
C 2.3824 6.2206 2.1026 0.9 1.3 0.5
O 3.2810 7.1189 2.8356 -0.4 -0.6 -0.2
C 4.2753 7.8414 2.0891 -1.0 0.3 0.7
C 5.0205 8.8264 3.0680 -1.0 -0.8 -0.5
C 4.0946 9.9036 3.6873 -0.9 0.0 -0.7
N 6.2416 9.2695 2.4027 0.3 -0.1 0.8
H 1.6223 6.8259 1.6086 0.0 0.0 -0.3
H 1.8710 5.5659 2.8082 0.3 0.2 0.2
H 2.9209 5.6040 1.3830 0.1 0.1 -0.1
H 4.9184 7.1313 1.5692 0.5 0.1 0.3
H 3.8002 8.4324 1.3061 -0.3 0.2 -0.2
H 5.2977 8.1977 3.9142 0.4 -0.1 -0.1
H 3.5733 10.5211 2.9558 0.4 0.1 -0.5
H 4.5335 10.6082 4.3938 0.5 -0.3 0.0
H 3.2356 9.4572 4.1883 0.2 -0.5 0.3
H 6.7854 9.7219 3.1236 0.4 0.1 -0.1
H 6.1469 9.9447 1.6575 -0.6 0.1 0.0
C -8.6235 -0.8276 -8.8502 -0.6 -0.7 -1.2
O -8.8816 0.5311 -8.5440 0.8 -0.9 0.7
C -8.3572 0.8786 -7.2584 0.5 1.0 -0.1
C -9.0459 0.3054 -6.0368 -1.8 -0.1 0.1
C -10.5517 0.6475 -6.0422 0.7 0.3 0.0
N -8.4860 0.7910 -4.7298 0.2 -0.8 -1.2
H -9.4529 -1.4620 -8.5376 0.2 -0.2 0.6
H -7.6512 -1.2581 -8.6107 0.1 0.4 1.1
H -8.5842 -1.0230 -9.9219 -0.4 0.8 -0.4
H -7.3055 0.6051 -7.1742 0.3 0.0 -0.3
H -8.4030 1.9676 -7.2581 0.0 0.1 0.3
H -8.9640 -0.7783 -6.1203 0.2 -0.2 0.2
H -11.1164 0.2545 -6.8876 0.1 -0.1 0.1
H -10.5978 1.7361 -6.0706 -0.3 0.2 -0.1
H -10.9846 0.3372 -5.0912 -0.2 -0.2 -0.2
H -9.2675 1.0292 -4.1360 -0.1 0.3 0.0
H -8.1381 -0.0558 -4.3033 0.5 0.1 0.3
C 7.5387 -2.9504 -3.7188 -1.3 -0.7 0.1
O 7.7261 -2.1801 -2.5361 1.8 0.5 -2.4
C 8.8934 -1.3250 -2.7848 0.5 0.0 5.0
C 10.1531 -1.9364 -1.9178 -0.1 1.0 -2.8
C 10.0164 -1.9934 -0.4193 -0.4 -0.4 0.1
N 11.3635 -1.1382 -2.2471 -0.6 -1.0 0.8
H 6.5696 -3.4416 -3.6317 -0.4 0.5 -0.1
H 8.1552 -3.8341 -3.8837 1.0 0.2 0.4
H 7.5884 -2.3255 -4.6105 -0.2 0.0 0.0
H 9.1658 -0.8380 -3.7211 -0.3 -1.4 -0.9
H 8.6581 -0.4258 -2.2154 -0.2 0.3 0.3
H 10.2407 -2.9510 -2.3065 0.4 -0.1 0.1
H 10.9231 -2.3966 0.0319 0.1 0.0 -0.3
H 9.2216 -2.7001 -0.1808 -0.2 0.3 0.2
H 9.8562 -1.0248 0.0543 -0.3 0.1 -0.1
H 11.5897 -1.1450 -3.2314 -0.2 0.4 0.0
H 11.1733 -0.2244 -1.8612 0.4 0.4 -0.5
C -0.9678 -9.6814 1.9274 0.8 1.0 0.0
O -0.4224 -9.7509 3.2353 0.1 -0.6 0.1
C -1.1512 -8.9357 4.1173 0.3 1.4 0.4
C -0.5533 -8.7888 5.5497 -0.2 -2.0 0.7
C -1.0216 -9.9766 6.3991 -0.5 -0.9 -0.2
N -0.9146 -7.6134 6.3404 0.9 -0.7 -0.8
H -2.0338 -9.9088 1.9135 0.1 -0.4 -0.2
H -0.3290 -10.1958 1.2095 -0.3 -0.9 0.4
H -0.8365 -8.6675 1.5493 -0.4 0.6 0.2
H -1.1668 -7.9230 3.7145 -0.1 0.4 -0.3
H -2.1943 -9.2482 4.1664 -0.3 -0.3 0.2
H 0.5242 -8.9461 5.5021 0.2 0.8 -0.3
H -2.1115 -9.9657 6.3932 -0.2 0.2 0.6
H -0.6134 -10.0199 7.4088 -0.2 0.5 0.0
H -0.8245 -10.9747 6.0078 0.4 0.1 -0.6
H -0.3814 -6.7935 6.0881 -0.7 0.2 0.0
H -1.9132 -7.5392 6.4720 0.2 0.5 -0.1
C 0.3214 1.4218 7.6625 0.2 0.0 -0.3
O -0.4998 1.4543 8.8221 0.4 1.0 -1.1
C -0.5126 2.7719 9.3864 0.4 -0.4 1.6
C -1.4614 3.8024 8.7603 -0.9 -0.1 -0.3
C -1.2953 5.2636 9.1096 2.3 0.8 1.1
N -2.8482 3.5965 9.1244 -1.1 -1.8 0.2
H 0.4945 0.3853 7.3731 -0.4 0.1 -0.1
H 1.3053 1.8764 7.7788 0.3 -0.1 0.9
H -0.0422 2.0344 6.8375 -0.7 -0.4 -0.2
H -0.7317 2.5158 10.4230 -0.5 0.6 0.3
H 0.5175 3.1242 9.4394 0.2 0.4 -0.4
H -1.3730 3.5099 7.7140 0.0 0.8 -0.5
H -0.2702 5.6339 9.0982 0.3 0.0 -0.7
H -1.4737 5.3504 10.1814 -0.4 -0.1 0.2
H -1.9133 6.0409 8.6602 -0.2 -0.6 -0.5
H -2.9072 2.7897 9.7291 -0.4 -0.2 0.0
H -3.3280 4.3552 9.5874 0.4 0.1 -0.1
C -2.4283 8.2314 -4.6198 2.2 0.9 -0.5
O -2.1197 6.8904 -4.3691 -0.3 0.9 0.8
C -2.9857 6.3673 -3.4019 -0.2 -2.3 -0.9
C -3.0042 4.8866 -3.7844 -1.6 -2.8 0.1
C -3.5963 4.4873 -5.1409 1.2 2.0 -0.8
N -3.8039 4.0722 -2.8623 -0.4 0.2 1.6
H -1.5930 8.5335 -5.2515 -0.4 0.2 -0.7
H -2.2248 8.8891 -3.7747 -0.6 -0.1 0.6
H -3.3927 8.4502 -5.0783 -0.1 -0.3 0.0
H -2.7223 6.3913 -2.3444 0.7 0.6 0.1
H -3.9522 6.8646 -3.4845 -0.4 -0.3 -0.1
H -2.0396 4.3834 -3.7175 0.6 0.9 0.0
H -2.9117 4.9117 -5.8752 -0.4 0.2 -0.6
H -4.5814 4.9507 -5.1952 -0.1 -0.2 -0.4
H -3.6309 3.4259 -5.3864 0.0 -0.1 0.6
H -4.1853 3.2863 -3.3693 0.1 -0.1 0.1
H -4.6163 4.5855 -2.5515 -0.2 0.1 0.2
C -3.6744 -3.4333 4.7249 0.2 0.5 0.1
O -4.1463 -3.3238 6.0463 0.2 -0.9 0.2
C -3.3949 -2.4765 6.9072 0.8 0.0 -0.2
C -4.1734 -2.2687 8.1844 -2.0 -1.1 2.3
C -4.2452 -3.4340 9.2174 1.6 0.4 0.2
N -5.5592 -2.1728 7.7850 -0.5 1.1 -0.4
H -2.6138 -3.6833 4.7529 0.1 -0.1 -0.4
H -3.8433 -2.4948 4.1967 0.3 0.3 -0.1
H -4.2386 -4.1697 4.1526 0.0 -0.3 0.5
H -2.3968 -2.8683 7.1026 0.2 -0.2 -0.2
H -3.3054 -1.5101 6.4110 0.2 0.3 0.0
H -3.9224 -1.3708 8.7491 0.6 0.1 -0.4
H -3.2266 -3.4657 9.6042 0.4 -1.4 -0.2
H -4.7421 -4.3222 8.8273 0.9 -0.3 -0.5
H -4.7768 -3.3419 10.1645 -0.6 1.3 -0.3
H -5.5009 -2.8731 7.0596 -1.5 -0.2 -0.3
H -5.5645 -1.3118 7.2570 -0.8 0.5 -0.4
C 8.0450 5.0758 -2.0100 0.6 -0.9 0.6
O 9.1396 4.9966 -2.9402 -1.8 1.0 -0.3
C 9.1188 6.1124 -3.8022 0.4 1.2 -1.0
C 7.9097 6.4686 -4.7112 -1.1 -1.2 -1.2
C 7.5086 5.4037 -5.7617 -0.1 -0.4 1.7
N 8.1947 7.6455 -5.4989 1.1 0.8 0.2
H 8.0530 4.0916 -1.5416 -0.3 0.1 0.1
H 7.0515 5.2871 -2.4056 0.2 -0.2 -0.6
H 8.1857 5.8101 -1.2169 0.5 0.3 0.0
H 9.2437 7.0631 -3.2839 0.1 0.1 0.9
H 10.0200 6.0675 -4.4136 0.0 -0.4 -0.3
H 7.0177 6.5797 -4.0947 0.0 0.4 0.4
H 6.8701 4.7219 -5.2000 0.3 -0.8 -0.2
H 8.4395 4.9506 -6.1027 -0.4 -0.3 -0.5
H 6.8435 5.7650 -6.5461 0.5 0.4 -0.1
H 7.4083 8.2375 -5.7252 -0.1 -0.2 0.2
H 8.9367 8.2153 -5.1184 -0.1 0.2 0.1
C -3.7396 -8.1771 -4.4985 0.3 1.5 0.7
O -5.0895 -8.0925 -4.8998 -0.1 -0.7 0.1
C -5.2434 -8.4602 -6.2571 -0.6 0.0 -0.5
C -6.7032 -8.0774 -6.7271 1.0 2.8 1.0
C -6.8292 -6.5178 -6.6569 1.2 -0.3 -0.5
N -7.7005 -8.4633 -5.7847 -1.1 -2.0 0.4
H -3.6806 -8.2899 -3.4159 -0.2 -0.6 0.0
H -3.3069 -7.1859 -4.6344 0.3 0.2 -0.3
H -3.0715 -8.8677 -5.0131 -0.5 -0.5 -0.1
H -4.4383 -7.9595 -6.7949 -0.2 0.3 -0.6
H -5.0393 -9.5277 -6.3402 -0.2 -0.3 -0.2
H -6.9696 -8.3528 -7.7475 0.3 -0.6 0.2
H -6.1498 -6.0892 -7.3936 -0.1 0.3 -0.2
H -6.4720 -6.1820 -5.6834 -0.1 0.0 0.1
H -7.8433 -6.1467 -6.8057 0.1 -0.3 -0.1
H -7.3646 -8.4146 -4.8335 0.3 0.5 0.1
H -7.9096 -9.4470 -5.8781 -0.3 -0.3 -0.2
C 3.2045 -2.8019 2.7854 -0.9 -1.0 0.9
O 3.0530 -1.5621 2.2412 0.4 1.0 -0.8
C 4.0424 -1.1281 1.3061 -1.4 2.4 0.6
C 3.1859 -0.1297 0.4100 1.9 -1.6 0.9
N 2.4827 -0.9496 -0.5417 -0.7 0.2 -1.3
C 1.4959 -0.1424 -1.2701 -0.7 -0.1 0.3
C 0.3352 -0.8409 -2.0050 1.2 -0.8 -0.1
O -0.3796 -1.6223 -1.0627 -0.4 0.1 -0.1
C -1.5560 -2.3618 -1.4414 1.1 0.0 0.9
H 2.3314 -2.9082 3.4293 -0.1 -0.4 0.0
H 4.0463 -2.9241 3.4671 0.6 0.0 -0.3
H 3.1479 -3.5584 2.0027 0.4 -0.4 0.1
H 4.6320 -1.9011 0.8134 -0.7 -0.3 -0.4
H 4.7668 -0.5277 1.8565 0.2 0.1 0.2
H 3.8784 0.6228 0.0329 0.0 -0.2 -1.0
H 2.5397 0.4682 1.0526 -0.3 -0.2 0.5
H 1.9811 -1.6855 -0.0652 0.0 0.0 0.4
H 2.0678 0.4571 -1.9784 -0.3 0.3 -0.1
H 0.9622 0.4665 -0.5404 0.1 0.7 0.1
H 0.7797 -1.4507 -2.7915 -0.1 -0.6 -0.2
H -0.2653 -0.1014 -2.5348 -0.3 0.3 0.3
H -1.3366 -3.1816 -2.1255 0.1 0.3 -0.5
H -2.3947 -1.7400 -1.7543 0.2 0.1 -0.3
H -1.8165 -2.8606 -0.5079 -0.3 0.1 0.0
```
Forces are in eV/Å.

Atom charges from the Mulliken analysis, given in e for atoms 1 to 4: C -0.690; O -0.304; C -0.634; C 0.440

---

(3)
DFT (ωB97M-V/def2-TZVPD) results for a cluster of 10 separate species, C4H28N2O10 in total at a distorted geometry.

Summary:
- HOMO level (eV) = -9.501
- SMILES string = C[C@@H](N)CNC=O.O.O.O.O.O.O.O.O.O
- LUMO level (eV) = -0.15
- E (Eh) = -1031.075347
- multiplicity = 1
- energy above the lowest of the compared OMol25 structures with the same formula, charge and spin (kcal per mole) = 80.8

```
44
Properties=species:S:1:pos:R:3:forces:R:3
C -2.5599 -0.5512 1.4657 -0.6 -1.1 -0.4
C -1.2734 0.1055 0.9866 1.0 1.0 2.0
N -1.3287 1.5894 0.9558 -0.7 0.0 -1.3
C -0.0122 -0.1047 1.9502 -1.2 -0.4 -1.2
N 0.8728 -1.0951 1.3458 -0.7 0.3 0.6
C 2.1320 -0.7919 1.0784 3.3 0.6 0.6
O 2.7630 0.2139 1.4361 -1.3 0.6 0.2
H -2.8393 -1.4575 0.9114 0.3 0.3 -0.4
H -2.4818 -0.9934 2.4609 0.0 0.7 0.3
H -3.4301 0.1030 1.3627 0.2 0.1 0.3
H -0.9889 -0.2120 -0.0173 0.0 0.1 0.1
H -1.7130 2.0336 1.7803 -0.2 -0.4 0.2
H -1.9039 1.8735 0.1675 -0.1 0.1 0.2
H 0.3443 0.9144 1.9718 1.3 -0.4 -0.1
H -0.2387 -0.3571 2.9845 -0.4 -0.3 0.0
H 0.5286 -2.0611 1.2569 0.5 0.9 -0.3
H 2.8696 -1.4157 0.5610 -1.4 -1.2 -0.2
O 1.4762 -3.5148 0.5585 0.1 -0.8 0.0
H 2.4361 -3.5582 0.5551 0.0 -0.1 -0.1
H 1.1795 -3.7725 -0.3176 0.0 -0.1 -0.2
O -2.6079 0.9500 -2.0730 -0.7 0.0 -0.1
H -2.4125 1.7236 -2.6222 0.6 -0.1 0.0
H -3.3599 1.3157 -1.5891 0.0 -0.4 0.1
O -1.1017 -2.7694 -1.9333 0.2 0.2 0.3
H -1.2239 -1.9564 -2.4335 -0.1 0.1 -0.2
H -1.4383 -2.5300 -1.0605 0.0 -0.1 0.1
O 1.9678 1.9129 -0.5707 -0.3 -0.6 0.6
H 1.5889 1.0790 -0.8775 -0.2 0.2 -0.4
H 2.6236 1.5174 0.0384 -0.2 0.5 0.2
O -1.2233 -3.4195 1.5367 -0.4 0.5 -0.4
H -0.8612 -3.3946 2.4238 0.1 -0.5 0.1
H -1.2339 -4.3219 1.2085 0.2 -0.1 0.4
O 0.2065 4.0537 0.5747 -0.3 0.3 0.0
H 0.7567 3.7457 -0.1470 0.6 0.0 -0.1
H -0.0813 3.2094 0.9416 -0.1 -0.2 0.2
O -1.3432 3.2137 -1.8886 -0.2 0.1 -0.7
H -1.5402 4.1174 -1.6354 0.4 0.1 0.4
H -0.7929 2.8115 -1.2104 0.0 0.4 0.2
O 3.5542 2.2901 -2.5603 0.8 0.3 -0.6
H 3.6435 2.7005 -1.6977 0.2 -0.1 0.1
H 2.6046 2.2867 -2.6409 -0.4 -0.2 -0.2
O 2.2365 -1.4489 -1.7782 -0.2 0.1 -0.2
H 1.3585 -1.8454 -1.7350 -0.1 -0.1 0.0
H 2.8473 -2.1893 -1.7247 0.1 0.1 -0.1
```
Forces are in eV/Å.

Atom charges from the Mulliken analysis, given in e for atoms 1 to 4: C -1.395; C 0.840; N -0.423; C -1.283